#1
DFT (wB97M-V/def2-TZVPD) results for 2 unconnected molecules or ions with the total composition C11H15N.

Structure (XYZ):
```
27
Properties=species:S:1:pos:R:3:lowdin_spin:R:1
C -2.535 0.029 -1.035 0.000
C 0.046 -0.016 -0.992 0.070
C -1.222 -0.675 -0.845 0.026
C 1.037 -1.000 -1.029 0.043
C -0.953 -2.012 -0.678 0.101
C 0.390 1.373 -0.964 0.273
C 1.768 1.641 -0.665 0.083
C 2.729 0.670 -0.837 0.091
C 2.410 -0.669 -1.195 0.209
N 0.415 -2.205 -0.769 0.006
H -0.379 2.103 -1.197 0.033
H 2.040 2.555 -0.144 0.006
H 3.762 0.989 -0.679 0.007
H -2.460 1.105 -0.946 0.001
H -3.298 -0.435 -0.401 0.001
H -1.629 -2.825 -0.450 0.017
H 0.894 -3.066 -0.579 0.002
H 3.163 -1.440 -1.305 0.024
H -2.894 -0.231 -2.033 0.001
C -1.065 0.592 3.999 0.000
C -1.671 1.605 3.043 0.002
H -0.651 1.079 4.880 0.000
H -1.762 -0.190 4.297 0.000
H -0.211 0.089 3.551 0.000
H -1.487 2.637 3.349 0.000
H -2.759 1.546 2.959 0.000
H -1.285 1.563 2.017 0.003
```

Output
spin multiplicity	2
Kohn-Sham gap (spin up / spin down)	3.18 / 6.21	eV
molecular weight	161.2	g mol⁻¹
net charge	-1

***

#2
DFT (wB97M-V/def2-TZVPD) results for 2 unconnected molecules or ions with the total composition C11H15N.

Structure (XYZ):
```
27
Properties=species:S:1:pos:R:3:lowdin_spin:R:1
C -0.790 -3.453 1.243 -0.001
C 2.164 -1.205 0.210 0.009
C 0.716 -1.572 0.313 0.058
C 0.592 -2.864 0.976 0.055
C 1.905 -3.365 1.247 0.238
C 1.551 0.939 -0.794 0.185
C 2.547 0.065 -0.338 0.151
C 0.121 0.555 -0.708 0.023
C -0.144 -0.601 -0.063 0.130
N 2.756 -2.400 0.672 0.055
H 1.727 1.826 -1.279 0.021
H 3.622 0.346 -0.807 0.007
H -0.526 1.391 -0.883 -0.003
H -1.308 -0.799 -0.059 0.012
H 3.677 -2.444 0.908 0.002
H 2.236 -4.006 1.910 0.044
H -0.749 -4.277 1.980 0.002
H -1.199 -3.785 0.358 0.001
H -1.398 -2.596 1.638 0.003
C -2.553 3.162 -0.390 0.001
C -1.527 3.837 -1.260 0.001
H -2.341 2.683 0.526 0.001
H -3.349 4.009 -0.091 0.000
H -3.428 2.686 -0.852 0.000
H -0.643 4.103 -0.602 0.002
H -2.158 4.599 -1.740 0.000
H -1.500 3.164 -2.114 0.001
```

Output
spin multiplicity	2
Kohn-Sham gap (spin up / spin down)	2.60 / 6.24	eV
molecular weight	161.2	g mol⁻¹
net charge	-1

***

Which one is most stable, and which one is least stable? #1 is the most stable of them, while #2 is the least stable.

***

#1
DFT (wB97M-V/def2-TZVPD) results for 2 unconnected molecules or ions with the total composition C11H15N.

Structure (XYZ):
```
27
Properties=species:S:1:pos:R:3:lowdin_spin:R:1
C 1.920 1.186 1.408 0.003
C -1.055 1.771 -0.740 0.035
C 0.016 1.002 -0.352 0.068
C 0.682 1.724 0.743 0.022
C -0.053 2.796 1.017 0.100
C -1.769 1.548 -1.944 0.236
C -1.567 0.234 -2.432 0.123
C 0.332 -0.236 -0.959 0.229
C -0.471 -0.558 -2.066 0.067
N -1.127 2.941 0.060 0.004
H -1.857 3.542 0.394 0.002
H -2.573 2.226 -2.222 0.028
H 0.133 3.638 1.669 0.018
H -2.202 -0.033 -3.276 0.005
H 1.095 -0.973 -0.731 0.027
H 2.771 1.870 1.179 0.003
H 2.254 0.224 1.056 0.002
H -0.432 -1.414 -2.737 0.004
H 1.718 1.167 2.489 0.001
C -0.258 -3.000 0.405 0.009
C 0.802 -2.651 1.474 0.003
H -0.502 -4.062 0.609 0.001
H -1.170 -2.410 0.473 0.004
H 0.082 -3.041 -0.625 0.003
H 1.811 -2.909 1.135 0.001
H 0.501 -3.026 2.454 0.001
H 0.921 -1.557 1.521 0.000
```

Output
spin multiplicity	2
Kohn-Sham gap (spin up / spin down)	2.98 / 6.67	eV
molecular weight	161.2	g mol⁻¹
net charge	-1

***

#2
DFT (wB97M-V/def2-TZVPD) results for 2 unconnected molecules or ions with the total composition C11H15N.

Structure (XYZ):
```
27
Properties=species:S:1:pos:R:3:lowdin_spin:R:1
C -1.144 -2.549 0.576 0.002
C -2.260 -1.780 -0.230 0.002
H -0.824 -3.436 -0.004 0.001
H -0.242 -1.936 0.690 0.001
H -1.204 -2.963 1.541 0.000
H -2.067 -1.799 -1.316 0.001
H -2.300 -0.901 0.402 0.004
H -3.169 -2.390 -0.163 0.000
C -0.246 0.751 2.532 0.001
C 0.385 1.364 -1.109 0.029
C 0.759 0.736 0.125 0.089
C -0.153 1.182 1.163 0.040
C -1.008 2.059 0.542 0.197
C 2.234 0.320 -2.286 0.185
C 1.145 1.198 -2.228 0.138
C 2.669 -0.263 -1.028 0.032
C 2.039 0.153 0.083 0.136
N -0.780 2.118 -0.837 0.059
H 2.775 -0.034 -3.154 0.019
H 0.837 1.461 -3.255 0.007
H 3.662 -0.714 -1.048 -0.002
H 2.409 -0.289 0.995 0.013
H -0.833 2.969 -1.358 0.007
H -1.769 2.779 0.805 0.033
H -0.507 1.584 3.204 0.004
H 0.740 0.263 2.760 0.000
H -1.147 0.118 2.597 0.001
```

Output
spin multiplicity	2
Kohn-Sham gap (spin up / spin down)	3.09 / 6.76	eV
molecular weight	161.2	g mol⁻¹
net charge	-1

***

#3
DFT (wB97M-V/def2-TZVPD) results for 2 unconnected molecules or ions with the total composition C11H15N.

Structure (XYZ):
```
27
Properties=species:S:1:pos:R:3:lowdin_spin:R:1
C 3.503 1.809 1.437 0.007
C 2.505 1.987 2.594 0.015
H 4.418 2.334 1.719 0.000
H 3.557 0.718 1.203 0.002
H 3.027 2.344 0.567 0.002
H 1.448 2.103 2.129 0.005
H 2.457 3.030 2.903 0.001
H 2.680 1.360 3.559 0.002
C 1.307 -1.354 -1.455 -0.002
C -1.094 -0.892 -1.084 0.060
C 0.165 -1.297 -0.543 0.017
C -2.024 -1.026 -0.049 0.006
C -0.013 -1.666 0.808 0.156
C -2.869 0.184 -2.354 0.049
C -3.799 0.089 -1.249 0.169
C -1.651 -0.406 -2.347 0.164
C -3.313 -0.415 -0.031 0.197
N -1.318 -1.377 1.129 0.047
H -3.310 0.414 -3.362 -0.002
H -4.894 0.338 -1.538 0.013
H -1.135 -0.430 -3.224 0.023
H -3.891 -0.664 0.812 0.024
H 2.264 -1.090 -0.950 0.002
H 1.319 -0.549 -2.222 0.004
H 0.765 -1.840 1.384 0.033
H -1.433 -1.383 2.123 0.006
H 1.330 -2.322 -1.958 0.001
```

Output
spin multiplicity	2
Kohn-Sham gap (spin up / spin down)	2.62 / 6.06	eV
molecular weight	161.2	g mol⁻¹
net charge	-1

***

Which one is most stable, and which one is least stable? #1 is the most stable of them, while #3 is the least stable.

***

#1
DFT (wB97M-V/def2-TZVPD) results for C5H8OS in the gas phase.

Structure (XYZ):
```
15
Properties=species:S:1:pos:R:3:nbo_charge:R:1
C 1.140 0.364 1.792 -0.632
C 0.131 0.613 0.675 -0.277
C -0.016 -0.128 -0.388 0.322
C 1.005 -1.249 -0.825 -0.685
C -2.378 0.756 -1.150 0.033
H 0.715 0.393 2.743 0.227
H 2.138 0.938 1.802 0.226
H 1.593 -0.635 1.442 0.207
H -0.648 1.397 0.798 0.217
H 1.135 -0.937 -2.107 0.259
H 0.416 -2.267 -0.624 0.244
H 1.947 -1.129 -0.164 0.236
H -2.830 0.529 -0.115 0.191
O -1.227 0.107 -1.359 -0.539
S -3.122 1.249 -2.519 -0.028
```

Output
spin multiplicity	1
Kohn-Sham gap	8.85	eV
molecular weight	116.2	g mol⁻¹

***

#2
DFT (wB97M-V/def2-TZVPD) results for C5H8OS in the gas phase.

Structure (XYZ):
```
15
Properties=species:S:1:pos:R:3:nbo_charge:R:1
C -0.545 1.697 -0.578 -0.207
C -1.034 0.038 0.939 -0.059
C 0.194 -0.582 0.275 -0.199
C 0.183 -2.053 0.138 -0.409
C 1.185 -1.336 1.056 -0.426
H -1.033 2.241 -1.412 0.213
H -0.226 2.462 0.076 0.174
H -1.776 -0.729 1.150 0.200
H -0.607 0.516 1.903 0.156
H 0.548 -2.441 -0.769 0.221
H -0.667 -2.558 0.591 0.214
H 2.178 -1.229 0.643 0.221
H 1.130 -1.327 2.135 0.217
O -1.582 0.874 -0.005 -0.504
S 0.826 0.593 -0.954 0.188
```

Output
spin multiplicity	1
Kohn-Sham gap	9.44	eV
molecular weight	116.2	g mol⁻¹

***

Which one is most stable, and which one is least stable? #2 is the most stable of them, while #1 is the least stable.

***

#1
DFT (wB97M-V/def2-TZVPD) results for 3 unconnected molecules or ions with the total composition C2H11N4O.

Structure (XYZ):
```
18
Properties=species:S:1:pos:R:3:nbo_charge:R:1
C -1.269 -1.660 1.571 -0.174
C 0.862 0.063 -1.591 0.396
N 0.201 0.904 -0.889 -0.714
N -0.714 -2.288 0.598 -0.115
N 0.249 1.407 1.769 -1.095
N 1.806 -0.671 -1.000 -0.742
O -1.387 -2.130 -0.592 -0.566
H -0.696 -1.713 2.461 0.189
H -2.130 -0.944 1.636 0.188
H 0.613 -0.052 -2.726 0.249
H -0.487 1.491 -1.159 0.412
H 0.348 1.123 0.161 0.436
H -0.565 0.816 2.074 0.394
H 0.121 2.459 2.017 0.420
H 1.049 0.971 2.204 0.392
H 2.114 -0.757 -0.091 0.422
H -0.986 -2.825 -1.204 0.486
H 2.392 -1.330 -1.540 0.425
```

Output
spin multiplicity	1
Kohn-Sham gap	10.70	eV
molecular weight	107.1	g mol⁻¹
net charge	+1

***

#2
DFT (wB97M-V/def2-TZVPD) results for 2 unconnected molecules or ions with the total composition C2H11N4O.

Structure (XYZ):
```
18
Properties=species:S:1:pos:R:3:nbo_charge:R:1
C -0.593 1.119 1.421 -0.673
C 0.091 0.707 0.168 0.588
N -0.179 1.320 -0.998 -0.678
N 0.946 -1.137 1.285 -0.679
N 1.025 -0.239 0.186 -0.083
N 1.625 -0.657 -1.011 -0.642
O -2.149 -0.886 -1.308 -0.971
H 0.111 1.566 2.120 0.262
H -1.026 0.316 1.886 0.273
H -1.260 2.017 1.085 0.247
H -0.722 2.158 -0.964 0.410
H 0.343 1.274 -1.767 0.417
H 1.293 -0.716 2.163 0.400
H 1.273 -2.047 0.978 0.393
H 2.666 -0.619 -0.919 0.392
H -1.734 -1.673 -1.622 0.478
H 1.378 -1.654 -1.163 0.370
H -3.088 -0.849 -1.538 0.496
```

Output
spin multiplicity	1
Kohn-Sham gap	10.58	eV
molecular weight	107.1	g mol⁻¹
net charge	+1

***

Which one is most stable, and which one is least stable? #2 is the most stable of them, while #1 is the least stable.

***

#1
DFT (wB97M-V/def2-TZVPD) results for 2 unconnected molecules or ions with the total composition C3H4FNO.

Structure (XYZ):
```
10
Properties=species:S:1:pos:R:3:nbo_charge:R:1
C -1.045 -0.161 0.049 0.488
C 1.584 -0.067 -0.575 0.728
C -1.431 0.037 1.280 -0.616
N -0.425 -0.327 -0.950 -0.634
O 1.986 -1.113 -0.368 -0.557
F 1.472 0.925 0.420 -0.407
H 1.742 0.579 -1.564 0.099
H -1.869 -0.627 2.004 0.255
H -1.303 1.007 1.575 0.244
H -0.711 -0.252 -1.872 0.401
```

Output
spin multiplicity	1
Kohn-Sham gap	10.19	eV
molecular weight	89.1	g mol⁻¹

***

#2
DFT (wB97M-V/def2-TZVPD) results for a molecular structure, C3H4FNO.

Structure (XYZ):
```
10
Properties=species:S:1:pos:R:3:nbo_charge:R:1
C -0.766 1.069 -0.003 -0.379
C -2.003 0.389 -0.060 0.180
C -0.224 -0.276 0.133 0.556
N 0.917 -0.837 0.114 -0.675
O -1.423 -0.900 0.149 -0.513
F 3.635 -0.146 -0.129 -0.602
H -0.413 2.120 -0.166 0.258
H -3.110 0.522 -0.053 0.232
H 2.727 -0.178 0.186 0.576
H 0.660 -1.764 -0.172 0.367
```

Output
spin multiplicity	1
Kohn-Sham gap	9.82	eV
molecular weight	89.1	g mol⁻¹

***

Which one is most stable, and which one is least stable? #2 is the most stable of them, while #1 is the least stable.